Record 1
Below is a single C28H29N3O6S molecule, with properties calculated with wB97M-V/def2-TZVPD.

Its SMILES is CCN(CC)S(=O)(=O)c1ccc(OC)c(NC(=O)[C@H](Cc2ccccc2)N2C(=O)c3ccccc3C2=O)c1. The gap between HOMO and LUMO comes out at 0.303 hartree. Its HOMO energy is -8.71 eV. The energy above the lowest of the compared OMol25 structures with the same formula, charge and spin is 4.3 kJ/mol.

Last column: Mulliken charge in e.
Positions of all 67 atoms, in Å:
C -6.048440 -1.094767 0.890528  -1.31
C -4.994449 -0.045912 1.235426  -0.31
N -4.707401 0.852069 0.140085  0.32
C -5.609898 1.939481 -0.160256  -0.66
C -5.254829 3.208959 0.611122  -1.16
S -3.640025 0.336908 -1.011834  1.44
O -3.528540 -1.095160 -0.955343  -0.50
O -3.968058 0.941583 -2.269930  -0.81
C -2.060679 0.996993 -0.476311  0.25
C -1.889086 1.611781 0.744819  -0.36
C -0.639254 2.086329 1.108545  -1.05
C 0.453821 1.926219 0.262771  0.66
O 1.700037 2.376467 0.524344  -0.53
C 1.986241 2.890417 1.809544  -0.95
C 0.277545 1.253414 -0.967246  0.19
N 1.367974 1.038844 -1.826002  0.04
C 2.509920 0.326842 -1.599920  -0.31
O 3.371151 0.256452 -2.440873  -0.66
C 2.615555 -0.364191 -0.236448  0.51
C 3.812376 -1.330160 -0.209097  -0.88
C 5.082633 -0.578267 0.076732  0.14
C 6.027502 -0.357857 -0.914141  -0.29
C 7.181136 0.354409 -0.634719  -0.67
C 7.401097 0.854550 0.636945  -0.41
C 6.460605 0.641095 1.630815  -0.82
C 5.308430 -0.070718 1.351247  -0.12
N 1.377200 -1.041821 0.092321  0.64
C 0.746191 -0.921061 1.319212  -0.29
O 1.154314 -0.252269 2.239445  -0.63
C -0.477506 -1.743653 1.220485  0.42
C -1.479485 -1.980961 2.136767  -0.14
C -2.524760 -2.814685 1.748866  -0.49
C -2.559171 -3.382870 0.486509  -0.50
C -1.552036 -3.136367 -0.441354  -0.74
C -0.516496 -2.313687 -0.056294  0.45
C 0.675952 -1.850743 -0.801182  0.10
O 1.015154 -2.070145 -1.933752  -0.62
C -0.989276 0.821276 -1.331015  -0.86
H -6.225720 -1.740024 1.747146  0.43
H -6.987320 -0.624503 0.608860  0.36
H -5.689580 -1.693139 0.058236  0.26
H -4.056019 -0.548589 1.479946  -0.06
H -5.312057 0.550807 2.096406  0.49
H -5.526093 2.121693 -1.232500  0.49
H -6.638988 1.641156 0.062691  0.29
H -5.300010 3.035046 1.684072  0.28
H -4.252476 3.538981 0.350887  0.26
H -5.958306 3.998157 0.360071  0.44
H -2.728972 1.732761 1.408602  0.49
H -0.520145 2.579974 2.058726  0.45
H 1.761882 2.148350 2.580530  0.33
H 3.054268 3.102071 1.802205  0.28
H 1.434465 3.814427 2.003320  0.37
H 1.238907 1.302862 -2.794961  0.32
H 2.762948 0.402906 0.531978  0.19
H 3.877804 -1.843871 -1.168364  0.50
H 3.636963 -2.067544 0.578965  0.41
H 5.848083 -0.732656 -1.909552  0.37
H 7.910560 0.521355 -1.413673  0.38
H 8.301908 1.409834 0.854525  0.38
H 6.626822 1.028305 2.626055  0.40
H 4.577852 -0.239074 2.131052  0.45
H -1.447109 -1.534204 3.118865  0.54
H -3.323349 -3.021465 2.446213  0.43
H -3.386154 -4.018403 0.212190  0.41
H -1.581079 -3.564343 -1.429917  0.52
H -1.147179 0.325705 -2.276105  0.41

Forces on atoms 1 to 6 (eV/Å):
0.189 0.184 0.053
-0.027 -0.525 0.205
0.694 -0.432 -0.920
-0.040 0.648 -0.181
-0.139 -0.264 -0.151
0.128 0.320 0.409

***

Record 2
Below is a molecular structure, C28H30BrCrGeN5O3Se, with properties calculated with wB97M-V/def2-TZVPD.

As for the charge: +1. The multiplicity is 4. The gap between HOMO and LUMO (spin up / spin down) comes out at 0.243 / 0.239 hartree. Its HOMO energy (spin up / spin down) is -9.66 / -9.90 eV. The energy above the lowest of the compared OMol25 structures with the same formula, charge and spin is 147.2 kJ/mol.

Last column: Löwdin spin population.
Positions of all 70 atoms, in Å:
Cr -0.539377 1.597592 1.329312  2.79
O -4.292129 2.939785 1.913974  0.02
C -3.244522 2.335184 1.806770  0.01
N -2.000343 2.820457 1.558079  0.00
C -1.656824 4.184969 1.549177  0.00
C -2.463539 5.278140 1.850873  0.00
C -1.943172 6.558091 1.722016  0.00
C -0.641761 6.764472 1.286264  0.00
C 0.180381 5.687203 0.992128  0.00
C -0.316765 4.399762 1.148138  0.00
N 0.346875 3.205700 0.831764  0.01
C 1.169113 3.094439 -0.263854  0.01
O 2.136709 3.754299 -0.556383  0.03
C 0.565094 2.049412 -1.170078  0.01
C 0.843445 2.018262 -2.522594  0.00
C 0.035691 1.260310 -3.356962  0.01
C -1.014039 0.547388 -2.796049  0.00
C -1.198399 0.585241 -1.426192  0.01
N -0.439993 1.332448 -0.617960  -0.01
C -3.180178 0.836067 1.986844  0.01
C -4.299716 0.096698 2.318150  0.00
C -4.158822 -1.260161 2.563991  0.01
C -2.892509 -1.827588 2.497421  0.00
C -1.824057 -1.024885 2.148797  0.01
N -1.959706 0.277882 1.871472  0.01
H -3.484164 5.130525 2.166458  0.00
H -2.568369 7.409872 1.954592  0.00
H -0.271065 7.774575 1.173733  0.00
H 1.197742 5.824792 0.652795  0.00
H 1.653548 2.630669 -2.893960  0.00
H 0.203134 1.249661 -4.425459  0.00
H -1.694808 -0.024281 -3.410709  0.00
H -2.011581 0.045791 -0.959802  0.00
H -5.252614 0.602825 2.385554  0.00
H -5.022902 -1.860415 2.815507  0.00
H -2.723913 -2.872572 2.715913  0.00
H -0.819472 -1.421952 2.084000  0.00
O 4.828377 -0.503747 3.366016  0.01
C 3.686431 -0.153343 2.789103  0.01
C 3.414323 -0.301225 1.426789  0.00
C 2.193369 0.095443 0.938100  0.01
N 1.231049 0.626750 1.707250  0.00
C 1.532156 0.788291 2.999912  0.01
Br 0.148755 1.686185 3.955757  0.01
C 2.702952 0.423736 3.600537  0.00
H 5.452946 -0.889187 2.740222  0.00
H 4.157779 -0.709033 0.754353  0.00
H 1.959705 0.006242 -0.114335  0.00
H 2.887190 0.586654 4.652362  0.00
C 0.015423 -5.133537 -3.477784  0.00
Ge 1.596638 -4.256594 -2.707019  0.00
C 2.976240 -3.978594 -4.080513  0.00
C 2.320347 -5.236891 -1.164923  0.00
C 1.087669 -2.420577 -2.083988  0.00
Se 0.049967 -2.287725 -0.436893  0.00
C -1.635264 -3.047787 -1.049028  0.00
H 0.311412 -6.048369 -3.991049  0.00
H -0.463099 -4.477322 -4.205406  0.00
H -0.714898 -5.399706 -2.715520  0.00
H 3.350937 -4.946124 -4.416479  0.00
H 3.816231 -3.411841 -3.679202  0.00
H 2.579076 -3.453199 -4.948578  0.00
H 2.440226 -6.291483 -1.412538  0.00
H 1.647060 -5.155368 -0.311701  0.00
H 3.295427 -4.843792 -0.876604  0.00
H 0.540868 -1.872970 -2.853714  0.00
H 2.002243 -1.863743 -1.866309  0.00
H -1.880321 -2.619354 -2.019330  0.00
H -2.396452 -2.785903 -0.317792  0.00
H -1.551789 -4.126563 -1.125390  0.00

Forces on atoms 1 to 6 (eV/Å):
-0.243 0.732 0.165
-0.095 -0.132 0.116
0.350 0.322 -0.186
-0.658 -0.087 0.336
0.406 0.567 -0.274
-0.035 -0.259 0.045

***

Record 3
Below is a molecular structure, C28H30BrCrGeN5O3Se, with properties calculated with wB97M-V/def2-TZVPD.

As for the charge: +1. The multiplicity is 4. The gap between HOMO and LUMO (spin up / spin down) comes out at 0.254 / 0.250 hartree. Its HOMO energy (spin up / spin down) is -9.83 / -10.09 eV. The energy above the lowest of the compared OMol25 structures with the same formula, charge and spin is 139.3 kJ/mol.

Last column: Löwdin spin population.
Positions of all 70 atoms, in Å:
Cr 0.108932 -1.167825 0.997191  2.82
O 0.717695 -0.508094 4.898202  0.03
C 0.726287 -0.559295 3.683647  0.01
N 0.116399 -1.463427 2.875647  -0.01
C -0.481821 -2.661332 3.308594  0.00
C -0.515266 -3.181404 4.599613  0.00
C -1.160875 -4.389115 4.827030  0.00
C -1.783468 -5.070465 3.791848  0.00
C -1.779428 -4.555825 2.502755  0.00
C -1.122881 -3.357680 2.256704  0.00
N -1.122271 -2.627362 1.055373  0.01
C -2.273664 -2.506638 0.322062  0.01
O -3.048031 -3.370002 -0.014930  0.02
C -2.556842 -1.034249 0.138388  0.01
C -3.783512 -0.591231 -0.313886  0.00
C -4.107973 0.747798 -0.159465  0.01
C -3.183281 1.593906 0.434554  0.00
C -1.956512 1.086833 0.818132  0.01
N -1.642634 -0.204487 0.688247  0.00
C 1.555452 0.395479 2.864058  0.01
C 2.473464 1.218634 3.490336  0.00
C 3.376200 1.925173 2.717090  0.01
C 3.332579 1.765517 1.339519  0.00
C 2.363194 0.954819 0.782791  0.01
N 1.468620 0.281242 1.522703  0.00
H -0.065313 -2.631270 5.410604  0.00
H -1.185749 -4.801841 5.826581  0.00
H -2.290297 -6.006002 3.987279  0.00
H -2.275529 -5.065648 1.689981  0.00
H -4.474897 -1.305347 -0.738727  0.00
H -5.072970 1.120527 -0.473595  0.00
H -3.419252 2.632551 0.616069  0.00
H -1.209815 1.721075 1.281595  0.00
H 2.468874 1.256944 4.570543  0.00
H 4.122660 2.557446 3.178057  0.00
H 4.047856 2.258665 0.696854  0.00
H 2.327994 0.808334 -0.289123  0.00
O 4.841125 -4.377530 -1.108792  0.00
C 3.835487 -3.750097 -0.509821  0.01
C 3.568451 -3.819960 0.859936  0.00
C 2.504982 -3.115988 1.376553  0.01
N 1.703970 -2.358165 0.618861  -0.01
C 1.959995 -2.333990 -0.687967  0.01
Br 0.693631 -1.256748 -1.631390  0.01
C 2.986733 -2.977958 -1.315160  0.00
H 5.366905 -4.894472 -0.485795  0.00
H 4.182454 -4.414542 1.523196  0.00
H 2.270636 -3.146331 2.433532  0.00
H 3.140869 -2.919104 -2.382560  0.00
C -3.299198 2.730728 -3.794161  0.00
Ge -1.479965 3.484999 -3.841102  0.00
C -0.245158 2.159000 -4.612523  0.00
C -1.521050 5.220261 -4.765808  0.00
C -0.868187 3.979187 -1.989936  0.00
Se 0.572398 2.949978 -1.180831  0.00
C 2.033240 3.543317 -2.329839  0.00
H -3.701039 2.706726 -4.807542  0.00
H -3.962557 3.345112 -3.184525  0.00
H -3.299720 1.713429 -3.406678  0.00
H -0.706291 1.679572 -5.475940  0.00
H -0.016935 1.389547 -3.873551  0.00
H 0.685783 2.621909 -4.937359  0.00
H -1.870706 5.123194 -5.793130  0.00
H -0.534549 5.683279 -4.778906  0.00
H -2.203716 5.885738 -4.236332  0.00
H -1.695078 3.894007 -1.287553  0.00
H -0.544935 5.020013 -1.991339  0.00
H 1.838925 4.565149 -2.645726  0.00
H 2.119473 2.890425 -3.193591  0.00
H 2.950104 3.512915 -1.746542  0.00

Forces on atoms 1 to 6 (eV/Å):
-0.203 -0.152 0.237
0.138 0.059 -0.014
-0.335 -0.317 -0.058
0.268 0.289 0.533
-0.487 -0.566 -0.067
0.213 0.223 -0.104

***

Record 4
Below is a single C28H30BrNO5 molecule, with properties calculated with wB97M-V/def2-TZVPD.

The gap between HOMO and LUMO comes out at 0.190 hartree. Its HOMO energy is -6.08 eV.

Last column: Mulliken charge in e.
Positions of all 65 atoms, in Å:
C 2.690939 -3.667313 4.788170  -0.83
O 1.623774 -2.900843 5.395276  -0.41
C 1.271622 -1.725130 4.817712  0.95
C 0.283359 -0.952850 5.462768  -1.02
C -0.033376 0.289691 4.980740  0.38
N 0.528057 0.754561 3.830682  0.31
C 0.211054 2.152674 3.347117  -1.39
C -1.135101 2.357301 2.806777  0.53
C -2.272249 1.375056 3.095098  0.93
C -2.829503 0.688656 1.851628  -0.39
C -2.374554 0.939843 0.548427  -0.44
C -3.153066 0.567682 -0.531656  -0.83
C -4.338325 -0.169727 -0.317868  0.73
O -5.174922 -0.327536 -1.377828  -0.46
C -6.414311 -1.053015 -1.196622  -0.77
C -4.600001 -0.709419 0.961787  -0.61
C -3.805974 -0.305530 2.019301  -0.18
C -1.376684 3.480979 1.921440  0.46
C -0.170480 4.287584 1.475398  -1.56
O -2.504975 3.778357 1.500287  -0.68
C 1.459237 0.016167 3.175774  -0.46
C 1.849734 -1.219531 3.633021  -0.54
H 2.766725 -4.549239 5.419283  0.24
H 2.437198 -3.955735 3.758243  0.35
H 3.639667 -3.111418 4.797244  0.36
H -0.203022 -1.330869 6.353283  0.52
H -0.750560 0.952613 5.478485  0.50
H 0.408586 2.853656 4.192712  -0.24
H 0.980139 2.366831 2.588099  0.54
H -1.755272 0.564476 3.617386  0.11
H -1.431607 1.447830 0.364122  0.41
H -2.906559 0.878495 -1.546175  0.42
H -6.864911 -1.044432 -2.188676  0.24
H -6.231791 -2.093072 -0.885843  0.30
H -7.073105 -0.540077 -0.478130  0.31
H -5.433841 -1.396411 1.128434  0.31
H -3.989502 -0.735551 3.007370  0.45
H 0.569845 3.615561 1.013342  0.29
H -0.477686 5.025806 0.726351  0.43
H 0.278635 4.798899 2.341161  0.24
H 1.895241 0.473113 2.285756  0.36
H 2.616162 -1.768720 3.080194  0.41
C -0.289404 3.964232 7.049722  -1.21
C -1.343840 4.266588 6.033137  -0.26
O -1.850098 2.965865 5.613955  -0.27
C -2.858358 3.134004 4.726044  -0.26
C -3.301739 1.822759 4.095359  0.87
C -4.760560 2.017509 3.660859  -0.16
C -5.146398 3.075714 2.845669  -0.14
C -6.478518 3.234264 2.439777  -0.83
C -7.420751 2.248767 2.772099  -0.06
Br -9.184335 2.351833 2.076440  -0.21
C -7.044160 1.177725 3.596883  -0.66
C -5.734128 1.096739 4.080702  -0.21
O -3.298955 4.243929 4.492330  -0.61
H 0.134666 4.892339 7.434060  0.42
H -0.712477 3.407226 7.892381  0.30
H 0.527435 3.379679 6.616109  0.24
H -2.164861 4.865872 6.454617  0.40
H -0.948263 4.764150 5.135040  0.25
H -3.329815 1.073241 4.903684  0.58
H -4.413877 3.794426 2.503237  0.31
H -6.754334 4.102719 1.853039  0.46
H -7.773141 0.412874 3.858734  0.44
H -5.461577 0.293625 4.769307  0.34

Forces on atoms 1 to 6 (eV/Å):
-0.253 0.189 0.036
-0.042 0.866 -0.753
0.217 -0.293 0.009
0.382 -0.386 -0.017
0.002 0.203 -0.519
0.658 0.171 0.187

***

| no. | strongest force on any atom (eV Å⁻¹) | energy (eV) |
| --- | --- | --- |
| 1 | 1.23 | -57098.491 |
| 2 | 1.36 | -263439.244 |
| 3 | 1.03 | -263439.325 |
| 4 | 2.80 | -111289.580 |